17
Properties=species:S:1:pos:R:3:forces:R:3 method="wB97M-V/def2-TZVPD" total_charge=+1 e_homo_ev=-16.23 max_force_ev_per_a=4.43 de_lowest_ev=2.305
C 0.17354 -1.84953 -0.18396 -0.8 -0.3 0.0
C -0.67079 -0.63044 -0.39861 4.2 -1.2 0.7
C 0.48716 0.05464 0.41683 -0.4 0.9 0.5
C -1.51972 -0.20407 -1.45117 -0.8 0.3 -0.2
C 1.13828 1.21899 -0.28834 0.1 -0.1 0.0
C 0.18990 0.31416 1.87977 -0.1 -0.1 -0.1
N 1.24474 -1.27073 0.25255 -2.2 0.8 -0.9
H 0.03621 -2.89113 -0.42505 0.0 -0.2 -0.1
H -1.60138 0.87855 -1.54040 0.0 -0.1 0.0
H -2.50864 -0.64184 -1.22416 -0.1 0.1 0.0
H -1.28749 -0.67269 -2.41722 0.2 -0.1 0.2
H 0.51483 2.10766 -0.23340 -0.1 0.1 0.0
H 1.35333 0.98725 -1.32818 0.0 0.0 -0.1
H 2.07882 1.44325 0.21222 0.1 0.0 0.0
H 1.11997 0.52454 2.40184 0.1 0.0 0.0
H -0.28325 -0.54479 2.34938 0.0 -0.1 0.0
H -0.46550 1.17617 1.97791 0.0 0.1 0.0